Computed, not measured: a molecular structure, C28H34BaBrClFN5O6 at a distorted geometry, with wB97M-V/def2-TZVPD.

Properties
Total charge ... -2
HOMO ... -0.070 Eh
Orbital gap ... 5.57 eV
Multiplicity ... 1
Relative energy (zero: lowest compared OMol25 entry of this formula, charge and spin) ... 0.833 eV

```
77
Properties=species:S:1:pos:R:3:forces:R:3:lowdin_charge:R:1
Ba -0.69991 0.23445 0.07492 0.888 -1.333 -1.241 1.976
N -1.98306 3.48019 2.99273 0.050 -0.002 0.145 -0.010
C -2.70636 2.97279 1.83196 -0.221 0.090 -0.053 -0.214
C -2.59672 1.46311 1.61108 -0.599 -0.335 0.143 -0.703
O -1.80946 0.81975 2.39166 -0.269 0.334 0.105 -0.239
N -3.16540 0.85531 0.59264 -0.179 0.555 0.321 -0.130
C -3.81245 1.66113 -0.42647 0.023 0.372 0.022 -0.206
C -2.85134 2.41019 -1.43356 -0.471 0.111 0.606 -0.741
O -1.63814 2.06534 -1.41414 0.162 0.364 -0.174 -0.278
O -3.36610 3.29594 -2.13068 -0.188 -0.149 -0.209 -0.055
H -2.44640 3.12458 3.82378 0.035 -0.001 -0.030 0.055
H -1.08511 3.00037 3.01310 -0.030 0.028 0.001 0.055
H -3.76262 3.24721 1.92365 0.061 0.019 -0.041 0.110
H -2.34809 3.47824 0.92877 0.007 -0.021 0.030 0.113
H -4.42476 0.99973 -1.04062 -0.040 0.013 0.008 0.076
H -4.48504 2.42163 -0.00513 0.023 0.014 -0.135 0.096
C 3.47635 3.93927 -1.47954 0.006 0.009 0.007 -0.059
C 3.50072 3.15603 -0.17160 0.026 0.007 0.068 -0.639
C 3.21239 4.08450 1.01545 -0.013 0.000 -0.017 -0.056
C 4.86807 2.50339 0.02510 -0.048 0.036 -0.028 -0.053
N 2.55186 2.03425 -0.26828 0.084 -0.090 0.072 -0.070
N 1.17639 2.37537 -0.20682 -0.001 0.262 0.147 -0.073
H 4.22570 4.73387 -1.46635 0.019 0.034 0.007 0.073
H 2.50280 4.40431 -1.64012 -0.047 0.010 -0.004 0.071
H 3.67813 3.27468 -2.31974 0.023 -0.032 -0.020 0.080
H 4.04029 4.78214 1.15918 0.032 0.031 0.006 0.074
H 3.07977 3.49580 1.92431 0.012 -0.033 0.040 0.072
H 2.31182 4.68080 0.85563 -0.019 0.005 -0.019 0.071
H 5.66587 3.24721 -0.02938 0.002 0.023 0.017 0.074
H 5.03409 1.74910 -0.74359 0.008 -0.027 -0.056 0.080
H 4.91397 2.01472 0.99900 -0.006 -0.038 0.049 0.083
H 2.69497 1.43642 0.54740 -0.066 -0.075 -0.086 0.077
H 0.86181 2.82517 -1.05924 0.003 -0.080 -0.020 0.069
H 0.98302 2.98948 0.58373 -0.052 0.069 -0.073 0.074
Br -3.60507 -2.21390 -7.10549 0.007 -0.013 -0.001 0.679
C -3.44163 -1.48673 -5.35333 0.013 0.068 0.103 -0.692
C -2.67084 -2.12993 -4.40515 -0.025 0.007 -0.055 -0.100
C -2.60411 -1.54965 -3.14356 0.013 0.108 0.053 -0.107
N -3.23343 -0.42565 -2.81178 0.115 -0.234 -0.009 0.101
C -3.94514 0.18012 -3.75084 -0.137 0.189 -0.022 -0.124
C -4.09178 -0.30545 -5.04332 0.049 -0.113 -0.069 -0.117
H -2.12226 -3.03598 -4.61789 -0.007 -0.001 -0.029 0.102
H -1.98117 -1.98565 -2.37493 0.106 -0.124 0.023 0.072
H -4.41522 1.11484 -3.46172 0.006 0.048 -0.011 0.107
H -4.68279 0.22576 -5.77480 -0.005 0.007 -0.009 0.092
F 3.63640 -4.31716 -3.07679 -0.046 0.028 0.023 -0.020
C 2.62921 -3.51236 -2.58555 0.008 -0.078 -0.015 -0.314
C 1.39644 -4.06748 -2.31678 0.155 0.052 -0.044 -0.077
C 0.39900 -3.22487 -1.82044 -0.031 -0.067 -0.028 -0.224
C 0.55630 -1.85302 -1.56865 -0.199 -0.157 -0.103 -0.266
C 1.84502 -1.38429 -1.88112 0.019 0.205 -0.025 -0.185
C 2.88008 -2.17294 -2.37907 0.007 -0.219 -0.055 -0.060
H 1.22921 -5.12561 -2.47972 0.001 -0.067 -0.021 0.096
H -0.55324 -3.71139 -1.60488 -0.052 0.007 0.002 0.049
H 2.09424 -0.33235 -1.74050 -0.039 0.042 0.108 0.058
H 3.85928 -1.76821 -2.60418 0.055 0.031 -0.005 0.096
C -1.70739 -2.41276 4.32685 0.003 0.080 0.065 -0.032
C -0.80977 -3.02330 3.29595 0.265 -0.126 -0.148 -0.188
C -1.31547 -3.99087 2.42774 0.064 0.095 0.028 -0.075
C -0.50282 -4.58246 1.48208 -0.081 -0.059 -0.049 -0.661
Cl -1.17349 -5.81337 0.43373 -0.055 -0.055 -0.024 0.617
C 0.82570 -4.23267 1.34599 0.085 -0.002 0.005 -0.104
C 1.33937 -3.28058 2.20408 -0.122 0.014 0.072 0.009
C 0.54239 -2.68024 3.17332 0.012 -0.103 -0.083 -0.246
O 1.16998 -1.83849 4.05943 -0.159 -0.099 0.130 -0.054
C 0.95691 -0.42409 3.95661 0.111 0.166 -0.128 -0.084
C 1.51388 0.17313 2.65058 0.059 0.066 0.446 -0.672
O 2.23460 1.18378 2.73602 0.102 0.195 0.036 -0.030
O 1.15258 -0.40852 1.60045 0.604 -0.215 0.278 -0.278
H -2.61426 -3.01016 4.43532 0.019 0.020 0.018 0.072
H -2.00145 -1.40610 4.02682 -0.013 0.106 0.030 0.072
H -1.20418 -2.36010 5.29442 -0.005 0.082 -0.010 0.084
H -2.35499 -4.28248 2.50057 -0.024 -0.015 0.001 0.103
H 1.43329 -4.66621 0.56485 -0.001 -0.003 -0.002 0.100
H 2.36374 -2.95160 2.11164 0.031 0.020 0.004 0.128
H 1.47997 0.00188 4.81239 -0.039 -0.026 -0.061 0.119
H -0.10416 -0.16937 4.00281 -0.085 -0.028 -0.005 0.102
```
Positions in Å, forces in eV/Å.